Molecular formula: C4H11N3O2
Method: DFT, ωB97M-V/def2-TZVPD

The geometry in XYZ format:
```
20
C4H11N3O2 | OMol25 | ωB97M-V/def2-TZVPD
H 0.11418 -2.05934 -1.27812
N -0.33692 -1.58843 -0.50312
C 0.22728 -1.46628 0.61491
N -0.50018 -0.95075 1.71798
N 1.47293 -1.92716 1.02887
C 2.62856 -1.58427 0.20821
H -0.23294 0.02180 1.84372
H -1.49584 -0.91431 1.55590
H 1.59120 -1.71329 2.00337
H 2.36347 -1.16630 -0.76592
H 3.26626 -2.45680 0.10149
H 3.19406 -0.70075 0.53745
C -0.46147 1.81034 -2.03893
C -0.95050 1.96499 -0.62735
O -0.47190 2.62840 0.24476
O -2.04424 1.19649 -0.33127
H 0.06290 2.72262 -2.32767
H -1.29259 1.66568 -2.70003
H 0.27902 1.01930 -2.06610
H -2.00746 0.33766 -0.77654
```

Summary:
frontier orbital gap: 10.19 eV
structure (SMILES): [H]/N=C(/N)NC.CC(=O)O

=====

Molecular formula: C4H11N3O2
Method: DFT, ωB97M-V/def2-TZVPD

The geometry in XYZ format:
```
20
C4H11N3O2 | OMol25 | ωB97M-V/def2-TZVPD
H 1.20319 -0.51223 -0.22605
N 1.49821 -0.33441 0.70374
C 0.88037 -0.97479 1.57738
N 1.28315 -0.84056 2.94030
N -0.40692 -1.62553 1.27372
C -0.47514 -2.16574 -0.11381
H 0.50562 -1.10926 3.64142
H 1.91024 -0.18591 3.26991
H -0.66322 -2.40010 1.88689
H -0.75383 -3.19537 -0.29541
H 0.44358 -2.60790 -0.58468
H -1.02130 -1.56382 -0.85352
C -1.15526 1.73268 -0.26905
C -0.76037 1.34707 -1.64610
O -0.70747 0.42286 -2.34438
O -0.04821 2.52105 -2.12984
H -0.37817 2.09001 0.28996
H -1.82006 1.00810 0.09452
H -1.64528 2.68029 -0.30666
H 0.70609 2.21300 -2.83749
```

Summary:
frontier orbital gap: 9.99 eV
structure (SMILES): [H]/N=C(/N)NC.CC(=O)O

=====

Molecular formula: C4H11N3O2
Method: DFT, ωB97M-V/def2-TZVPD

The geometry in XYZ format:
```
20
C4H11N3O2 | OMol25 | ωB97M-V/def2-TZVPD
C 2.12678 2.51949 0.04276
N 1.01230 1.66484 -0.44392
C 1.16579 0.61398 -1.19149
N 2.38918 0.06746 -1.78353
N 0.01930 -0.17639 -1.50676
H 2.71526 3.09481 -0.70298
H 3.01268 1.84326 0.28521
H 1.79219 3.14660 0.83039
H 3.07849 0.68230 -2.17142
H 2.56515 -0.88452 -1.95906
H -0.76072 0.46451 -1.60384
H -0.30587 -0.85558 -0.68365
C -2.77185 -2.32068 1.32212
C -2.29421 -0.89430 1.37093
O -3.07745 -0.01472 1.32826
O -0.98608 -0.75105 1.40037
H -3.71454 -2.24280 1.91924
H -2.53453 -3.05360 2.10006
H -2.72256 -2.88547 0.41916
H -0.70932 -0.01813 1.02812
```

Summary:
frontier orbital gap: 10.10 eV
structure (SMILES): CN=C(N)N.CC(=O)O

=====

Molecular formula: C4H11N3O2
Method: DFT, ωB97M-V/def2-TZVPD

The geometry in XYZ format:
```
20
C4H11N3O2 | OMol25 | ωB97M-V/def2-TZVPD
C -3.41168 1.61337 -1.02875
C -2.69248 0.72192 -0.31130
O -2.29524 -0.27338 -1.11072
O -2.21649 0.88280 0.78316
H -4.28161 1.17297 -1.43946
H -2.76735 2.03653 -1.87081
H -3.89814 2.44215 -0.37598
C 2.64401 -1.90294 -0.71166
C 1.53531 -0.08487 0.81708
N 0.38652 -0.39034 0.29959
N 2.61312 -0.98987 0.56313
N 1.83586 0.76450 1.93559
H -1.98020 -1.14217 -0.95520
H -0.35384 0.12949 0.72959
H 2.83889 -1.44218 1.40729
H 2.71018 0.73616 2.38231
H 1.23772 1.60682 2.00475
H 3.44771 -1.32582 -1.34914
H 1.81205 -1.64944 -1.23285
H 2.83567 -2.90568 -0.53660
```

Summary:
total charge: +1
frontier orbital gap (spin up / spin down): 10.23 / 5.71 eV
2S+1: 2

=====

Molecular formula: C4H11N3O2S
Method: DFT, ωB97M-V/def2-TZVPD

The geometry in XYZ format:
```
21
C4H11N3O2S | OMol25 | ωB97M-V/def2-TZVPD
C 1.22758 1.93137 1.04039
S 2.18614 0.60348 0.21216
O 2.95339 -0.01792 1.21233
O 2.84162 1.14754 -0.93879
N 0.96237 -0.63729 -0.18276
C 1.20547 -1.55546 -1.04523
N 2.19539 -1.58678 -1.92936
H 1.49401 2.91068 0.53758
H 0.15636 1.82645 0.77749
H 1.43149 1.74713 2.11718
H 0.47649 -2.33333 -1.21853
H 3.02702 -0.95392 -1.88685
H 2.31420 -2.45818 -2.49882
C -1.24949 1.28674 -1.38384
N -1.47481 1.24684 -0.16985
C -2.26175 0.24152 0.49895
H -0.49996 1.93094 -1.83214
H -1.77410 0.52049 -2.03130
H -1.34326 -0.08493 0.97885
H -2.99570 0.60181 1.32978
H -2.77967 -0.38969 -0.24849
```

Summary:
frontier orbital gap: 10.10 eV
structure (SMILES): CS(=O)(=O)/N=C\N.C=NC

=====

Molecular formula: C4H11N3PS
Method: DFT, ωB97M-V/def2-TZVPD

The geometry in XYZ format:
```
20
C4H11N3PS | OMol25 | ωB97M-V/def2-TZVPD
C -3.51249 0.08384 -0.22433
S -1.89762 0.85367 -0.57199
P -0.59576 0.19880 1.01224
C 0.88310 1.28980 0.65541
N 1.82288 0.44028 -0.02008
C 3.04855 1.17878 -0.44424
N 1.50049 -0.76367 -0.31441
N 0.37256 -1.08495 0.15325
C -0.20072 -2.37844 0.02814
H -3.97635 0.18775 0.77193
H -3.46617 -0.99208 -0.46854
H -4.30776 0.40732 -0.88331
H 1.35471 1.69727 1.72506
H 0.73222 2.27128 -0.01588
H 3.03256 1.50032 -1.51800
H 3.75568 0.39790 -0.24415
H 3.30674 1.98249 0.23596
H -0.98420 -2.47160 0.77860
H -0.66083 -2.61912 -0.97176
H 0.48073 -3.17033 0.20901
```

Summary:
total charge: +1
frontier orbital gap: 8.93 eV
structure (SMILES): CSP1C[N+](C)=NN1C

=====

Molecular formula: C4H11N3S
Method: DFT, ωB97M-V/def2-TZVPD

The geometry in XYZ format:
```
19
C4H11N3S | OMol25 | ωB97M-V/def2-TZVPD
C 0.24123 -3.00943 3.05912
C -2.65356 0.32735 -3.31170
C 0.82568 -1.84677 3.06805
C -4.38034 1.59593 -2.27312
N 1.52761 -0.51341 -0.38994
N 3.43821 0.77063 0.58788
N -3.40281 0.50445 -2.31492
S 2.00033 0.21676 0.81778
H 0.51487 -3.71446 2.34387
H -0.50444 -3.26018 3.83366
H -1.91546 -0.40807 -3.27481
H -2.57529 1.09729 -4.18574
H 1.65809 -1.56690 2.44552
H 0.59952 -1.07083 3.78116
H -5.35451 1.09727 -2.19301
H -4.29179 2.16993 -1.29188
H -4.43858 2.21472 -3.10855
H 2.00543 -0.58735 -1.19514
H 4.07322 1.26582 1.24125
```

Summary:
frontier orbital gap: 9.42 eV

=====

Molecular formula: C4H11N3S
Method: DFT, ωB97M-V/def2-TZVPD

The geometry in XYZ format:
```
19
C4H11N3S | OMol25 | ωB97M-V/def2-TZVPD
H -2.81602 -0.44414 0.19705
N -1.99372 -0.38925 -0.40540
C -0.91091 -0.83053 0.16978
N -0.83823 -1.69211 1.23380
C 0.45354 -0.42616 -0.44475
C 0.27413 0.65808 -1.51616
S -0.16611 0.03337 -3.15857
N 1.36602 -0.04241 0.64703
C 1.00623 1.16887 1.36331
H 0.03892 -1.67515 1.76859
H -1.63481 -1.77243 1.82295
H 0.87008 -1.34254 -0.92056
H 1.23988 1.14848 -1.64357
H -0.44285 1.39929 -1.20161
H -1.41124 -0.37617 -2.84514
H 2.25499 0.04350 0.23491
H 1.90073 1.68539 1.72027
H 0.34330 0.92211 2.21389
H 0.46605 1.93182 0.76418
```

Summary:
frontier orbital gap: 9.48 eV
structure (SMILES): [H]/N=C(\N)[C@@H](CS)NC

=====

Molecular formula: C4H11N4
Method: DFT, ωB97M-V/def2-TZVPD

The geometry in XYZ format:
```
19
C4H11N4 | OMol25 | ωB97M-V/def2-TZVPD
C -1.04565 -1.06231 -0.13303
C 3.11151 0.12590 -0.52088
C -0.42229 0.23286 -0.07268
C 4.24017 0.02592 0.45655
N 1.89360 0.06955 -0.12210
N 0.81553 0.54673 -0.13322
N -2.32386 -1.15010 -0.17579
N -3.93670 0.96637 0.25083
H -0.54509 -2.03505 -0.37214
H 3.41234 -0.16041 -1.62933
H -1.02712 1.15923 0.09250
H 5.13736 0.76431 0.11475
H 4.68184 -0.93570 0.63061
H 3.80915 0.30685 1.46679
H -2.94059 -0.30979 0.07784
H -2.71136 -2.13549 -0.40022
H -4.27370 1.28614 1.16636
H -4.62990 0.68059 -0.48271
H -3.24523 1.62439 -0.21413
```

Summary:
total charge: +1
frontier orbital gap: 8.47 eV

=====

Molecular formula: C4H11N4O12S2V
Method: DFT, ωB97M-V/def2-TZVPD

The geometry in XYZ format:
```
34
C4H11N4O12S2V | OMol25 | ωB97M-V/def2-TZVPD
V -0.93488 0.21468 0.14879
C -0.47368 4.32733 0.78345
C -0.70525 2.90623 0.26303
O -1.86304 2.38749 0.24042
O 0.22977 2.11157 0.10296
H -0.24138 5.03314 -0.01925
H 0.33570 4.33545 1.50854
H -1.44122 4.65421 1.16161
S -0.41762 -0.12040 2.88122
O 0.42573 -0.25308 1.66880
O -0.33313 -1.30844 3.71519
O -0.12415 1.12224 3.59759
O -1.64911 0.00340 2.06803
S -2.72834 0.18626 -1.94946
O -1.34544 0.70232 -1.82211
O -2.78715 -0.39645 -0.56680
O -3.73019 1.22975 -1.98976
O -2.90085 -0.75020 -3.06678
C 1.91120 -0.11676 -1.54253
O 0.85503 -0.43880 -1.03472
N 2.35886 -0.68221 -2.69039
N 2.65320 0.97044 -1.18683
H 1.77657 -1.39612 -3.09713
H 3.24670 -0.52687 -3.12391
H 2.40625 1.54475 -0.39487
H 3.40589 1.27694 -1.76922
C -0.16356 -3.09353 0.53685
O -0.87805 -2.14640 0.25213
N -0.31817 -3.79796 1.68969
N 1.08084 -3.28762 0.01072
H -1.04418 -3.55440 2.34220
H 0.23715 -4.63149 1.69733
H 1.31632 -2.64878 -0.73527
H 1.84016 -3.85669 0.32048
```

Summary:
total charge: -2
frontier orbital gap (spin up / spin down): 6.01 / 6.36 eV
2S+1: 3

=====

Molecular formula: C4H11NO
Method: DFT, ωB97M-V/def2-TZVPD

The geometry in XYZ format:
```
17
C4H11NO | OMol25 | ωB97M-V/def2-TZVPD
C -0.96685 2.56828 0.33875
C 0.06353 2.20163 1.31277
N -1.98590 1.84052 -0.17249
H -0.76643 3.60841 -0.02432
H 1.14123 2.62225 1.05166
H -0.18708 1.44111 2.15355
H -1.73968 1.14622 -0.93006
H -2.53146 2.51290 -0.78082
H -1.18516 -1.34241 0.49192
C 0.41390 -2.44191 -0.22260
O -0.62507 -1.36815 -0.30337
C 1.73178 -1.84751 -0.60252
H -0.03255 -3.24972 -0.83174
H 0.44629 -2.72850 0.75589
H 2.49709 -2.57047 -0.58164
H 2.02830 -0.97521 -0.02082
H 1.69806 -1.41745 -1.63415
```

Summary:
total charge: -1
frontier orbital gap (spin up / spin down): 2.73 / 7.00 eV
2S+1: 2

=====

Molecular formula: C4H11NO
Method: DFT, ωB97M-V/def2-TZVPD

The geometry in XYZ format:
```
17
C4H11NO | OMol25 | ωB97M-V/def2-TZVPD
C 0.44856 -0.94907 2.41913
N 1.55869 -0.01663 2.26671
C 1.13549 1.29842 1.83451
H 0.19129 -1.41098 1.46978
H -0.46888 -0.47256 2.80033
H 0.70933 -1.71426 3.14266
H 2.02349 0.07983 3.16203
H 0.60638 1.89551 2.59844
H 1.98652 1.90423 1.52215
H 0.42292 1.22532 1.00742
C -1.21056 -0.48059 -2.30471
C -0.87666 0.03583 -3.55970
O -1.54792 -0.45820 -4.71854
H -1.00991 0.18387 -1.45193
H -1.04676 -1.53019 -2.04100
H -0.45536 1.01579 -3.73619
H -2.46662 -0.60632 -4.41110
```

Summary:
total charge: -1
frontier orbital gap (spin up / spin down): 2.67 / 5.91 eV
2S+1: 2

=====

Molecular formula: C4H11NO
Method: DFT, ωB97M-V/def2-TZVPD

The geometry in XYZ format:
```
17
C4H11NO | OMol25 | ωB97M-V/def2-TZVPD
C 1.70514 -1.47062 -1.46663
C 0.29158 -0.77926 -1.31736
O -0.24465 -0.43863 -0.09532
C 0.23315 0.55058 0.66271
N -0.56253 0.97008 1.80467
C -1.89417 1.40709 1.54284
H 1.45786 -2.52389 -1.54963
H 2.51644 -1.24858 -0.74093
H 2.00275 -1.37530 -2.50277
H 0.41230 0.21704 -1.86382
H -0.50672 -1.47172 -1.93470
H 0.48211 1.34129 -0.02224
H 1.36031 0.16077 0.70151
H -0.45664 0.35233 2.65577
H -2.18995 2.46553 1.36220
H -2.56594 0.86546 2.25457
H -2.04101 0.97783 0.50912
```

Summary:
frontier orbital gap: 9.96 eV
structure (SMILES): CCOCNC

=====

So what do the calculations give for M? Going down the list: 133.15; 133.15; 133.15; 133.15; 165.22; 164.19; 133.22; 133.22; 115.16; 422.23; 89.14; 89.14; 89.14 g mol⁻¹.
So what do the calculations give for ΔE to the lowest compared entry with this formula, charge and spin? Going down the list: 94.86; 283.88; 294.27; 324.09; 87.55; 22.15; 458.41; 44.11; 407.46; 79.99; 270.51; 181.59; 333.71 kJ/mol.
So what do the calculations give for calculated total energy? Going down the list: -12891.8468; -12889.8878; -12889.7800; -12881.7339; -23724.2956; -28912.2619; -19627.4095; -19631.7035; -10276.9665; -82221.1687; -7859.7101; -7860.6317; -7861.0949 eV.